Entry 1:
Molecular formula: C7H22AgFO7
Method: DFT, the ωB97M-V functional and the def2-TZVPD basis

```
38
Properties=species:S:1:pos:R:3:forces:R:3:mulliken_charge:R:1
Ag -0.046 0.570 3.016 0.0 -0.6 -0.8 0.6947
F -0.760 0.063 0.662 0.2 0.2 0.6 -0.7314
C -3.472 -1.884 -0.297 1.5 0.5 -0.5 -0.5100
O -3.316 -1.051 0.819 -0.9 0.1 1.1 -0.5741
H -3.168 -2.909 -0.086 -0.5 -0.3 0.1 0.2194
H -4.454 -1.801 -0.762 0.0 -0.1 0.2 0.2863
H -2.699 -1.507 -0.968 -0.3 -0.4 -1.0 0.1687
H -2.451 -0.640 0.755 0.2 0.2 0.1 0.4428
C -1.422 1.516 -2.597 0.7 0.3 0.5 -0.4025
C -1.457 2.732 -1.667 -1.2 -0.8 0.1 -0.2720
O -2.124 2.403 -0.392 0.4 1.1 -1.4 -0.5795
O -0.436 0.622 -2.117 0.1 -0.6 -0.2 -0.5161
H -1.097 1.732 -3.615 -0.1 0.5 0.0 0.3529
H -2.409 1.061 -2.669 -0.2 -0.1 0.2 0.2474
H -2.063 3.489 -2.165 -0.1 0.2 0.4 0.3717
H -0.450 3.124 -1.527 0.1 -0.1 0.2 0.1292
H -1.844 1.551 -0.047 0.4 -0.2 -0.1 0.3391
H -0.684 0.358 -1.228 0.0 -0.1 0.3 0.0973
C 0.321 -3.218 0.278 -1.1 -1.4 1.0 -0.3931
C 0.908 -2.905 1.669 0.1 -1.7 -0.3 -0.2567
O 0.039 -1.975 2.243 -0.2 1.3 1.1 -0.5545
O 0.373 -2.197 -0.609 1.6 1.7 -2.1 -0.4865
H -0.752 -3.391 0.355 -0.3 -0.6 1.2 0.2034
H 0.633 -4.143 -0.205 0.9 0.1 0.1 0.3960
H 1.956 -2.611 1.725 0.1 0.5 -0.7 0.1882
H 0.898 -3.779 2.320 -0.3 -0.3 -0.2 0.3498
H -0.306 -1.471 1.502 -0.5 0.6 -0.2 0.3664
H -0.140 -1.424 -0.361 -0.2 0.1 0.2 0.3254
C 2.485 1.761 0.070 1.0 0.6 0.1 -0.1218
C 3.933 2.045 0.448 0.4 -1.4 0.6 -0.7202
O 4.042 2.619 1.788 -0.1 0.1 -1.6 -0.5253
O 1.949 0.886 1.009 -0.2 -0.7 2.5 -0.4484
H 2.368 1.200 -0.858 0.2 1.1 -0.7 0.3545
H 2.121 2.782 0.180 -1.2 -0.1 -0.7 0.2077
H 4.417 2.629 -0.335 -0.2 0.7 0.5 0.3869
H 4.491 1.109 0.445 0.1 -0.3 0.1 0.3416
H 3.590 1.993 2.358 -0.1 -0.1 0.1 0.2937
H 1.026 0.663 0.865 -0.4 0.0 -1.1 0.3287
```
Forces are in eV/Å.

Energy above the lowest of the compared OMol25 structures with the same formula, charge and spin: 31.4 kcal per mole
E: -1053.296179 a.u.
HOMO: -9.821 eV
Strongest force on any atom: 3.1 eV/Å
Charge: 0
HOMO-LUMO gap: 7.50 eV
Lowest unoccupied orbital energy: -2.3 eV


Entry 2:
Molecular formula: C28H33N4S
Method: DFT, the ωB97M-V functional and the def2-TZVPD basis

```
66
Properties=species:S:1:pos:R:3:forces:R:3:mulliken_charge:R:1
C -2.601 -1.152 1.803 -0.1 0.0 -0.2 -0.8223
C -2.363 0.306 2.221 -1.8 -0.3 0.3 -0.8551
N -1.068 0.780 1.972 2.8 -0.1 -0.4 -0.1294
C -0.119 -0.082 2.080 -0.5 -1.1 0.0 0.2564
N -0.244 -1.434 2.415 0.3 0.8 -0.7 0.0539
C -1.570 -2.074 2.450 0.3 0.2 0.3 -0.5696
C 0.990 -2.247 2.414 -1.0 0.3 0.4 -0.7411
C 2.132 -1.386 1.878 0.5 -0.5 -0.4 -0.3997
S 1.586 0.313 1.772 -0.5 0.7 0.3 -0.1585
H -3.623 -1.468 2.055 0.3 0.1 0.1 0.3803
H -2.520 -1.226 0.712 0.1 0.1 0.1 0.3334
H -3.062 0.972 1.694 0.0 -0.3 0.1 0.4116
H -2.565 0.434 3.292 -0.3 -0.2 0.1 0.3316
H -1.827 -2.284 3.494 -0.1 0.0 -0.1 0.2760
H -1.515 -3.038 1.932 0.0 0.2 0.0 0.3691
H 1.181 -2.590 3.438 0.1 0.1 -0.1 0.2783
H 0.830 -3.144 1.805 0.1 0.2 0.0 0.3077
H 3.024 -1.445 2.506 -0.2 0.0 0.0 0.3713
H 2.425 -1.698 0.873 -0.1 -0.1 0.1 0.2891
C 0.863 3.105 -3.534 0.1 -0.1 0.1 -0.9331
N 0.228 3.746 -2.385 0.1 -0.4 1.0 0.2088
C 0.385 3.345 -1.085 -0.7 0.7 -1.0 -1.2465
C -0.405 4.139 -0.248 -0.1 0.1 0.8 0.7553
C -0.616 3.915 1.139 -0.8 0.6 -0.7 -0.5424
C -1.295 4.789 2.030 0.6 -0.1 -0.3 0.6563
C -1.278 6.200 1.918 -0.4 0.0 0.4 -1.7300
C -2.041 7.007 2.731 0.4 0.1 -0.4 1.2025
C -2.872 6.428 3.718 -1.1 1.0 1.3 0.4185
N -3.653 7.234 4.552 0.3 -0.7 -1.1 0.0144
C -3.576 8.708 4.510 0.4 -0.3 -0.1 -0.5817
C -3.241 9.213 3.111 -0.1 -0.1 -0.2 -0.8197
C -2.002 8.498 2.549 0.1 0.5 0.1 -1.0340
C -4.472 6.655 5.632 0.4 -0.1 -0.2 -0.6321
C -4.989 5.267 5.263 -0.1 -0.1 -0.2 -0.9096
C -3.849 4.349 4.799 -0.2 -0.2 0.5 -0.8819
C -2.897 5.020 3.851 -0.1 -0.4 -0.2 0.9000
C -2.084 4.242 3.063 0.0 0.4 0.0 -1.5639
C -1.124 5.053 -1.115 0.0 0.4 -0.2 1.3786
C -2.148 5.986 -0.888 0.2 -0.3 -0.1 0.0539
C -2.680 6.679 -1.947 0.0 -0.1 -0.1 -0.9634
C -2.232 6.440 -3.248 0.0 0.0 0.1 -0.7637
C -1.261 5.501 -3.503 0.5 -0.6 0.0 -0.9324
C -0.702 4.796 -2.432 -0.4 0.2 0.7 -0.3177
H 0.538 3.560 -4.466 -0.1 0.1 0.1 0.2969
H 1.944 3.195 -3.467 0.0 0.1 0.0 0.3434
H 0.609 2.048 -3.561 -0.1 0.0 0.0 0.3507
H 1.013 2.531 -0.774 0.2 -0.2 -0.2 0.6246
H -0.449 2.906 1.481 0.2 -0.4 0.3 0.4384
H -0.656 6.655 1.167 0.2 0.1 -0.1 0.7961
H -4.524 9.122 4.868 0.1 -0.2 -0.2 0.4180
H -2.811 9.027 5.225 0.1 0.1 0.0 0.2635
H -4.100 9.037 2.452 0.1 -0.1 0.1 0.2991
H -3.087 10.301 3.121 0.0 -0.3 0.1 0.3806
H -1.102 8.891 3.036 -0.1 0.0 0.0 0.3136
H -1.884 8.721 1.481 -0.1 0.0 0.2 0.3695
H -3.857 6.610 6.536 0.0 -0.1 0.1 0.2627
H -5.297 7.340 5.854 0.1 -0.1 -0.2 0.4330
H -5.523 4.818 6.110 0.2 0.2 -0.1 0.3949
H -5.729 5.367 4.459 0.2 0.0 0.0 0.3157
H -3.284 3.978 5.661 -0.1 0.1 0.1 0.3460
H -4.262 3.457 4.308 0.0 0.2 0.1 0.3956
H -2.104 3.173 3.170 0.0 -0.4 0.1 0.7042
H -2.538 6.137 0.101 -0.1 0.1 0.0 0.3928
H -3.463 7.400 -1.772 -0.1 0.0 0.0 0.4498
H -2.669 6.991 -4.063 0.0 0.1 -0.2 0.3979
H -0.942 5.284 -4.505 0.0 0.1 -0.3 0.2937
```
Forces are in eV/Å.

Energy above the lowest of the compared OMol25 structures with the same formula, charge and spin: 4.0 kcal per mole
E: -1703.777415 a.u.
HOMO: -10.110 eV
Strongest force on any atom: 2.8 eV/Å
Charge: +1
HOMO-LUMO gap: 6.21 eV
Lowest unoccupied orbital energy: -3.9 eV


Entry 3:
Molecular formula: C4H6O2Tb
Method: DFT, the ωB97M-V functional and the def2-TZVPD basis

```
13
Properties=species:S:1:pos:R:3:forces:R:3:mulliken_spin:R:1
O -0.104 -1.164 1.517 -2.0 -1.2 -2.1 0.2974
C -0.628 -1.484 0.338 2.4 1.8 1.8 0.5124
H 1.039 -0.350 1.194 2.2 2.8 -0.9 0.0039
H 0.129 -1.887 -0.366 -0.7 -0.6 0.1 0.0434
C 1.748 0.535 0.403 -1.9 -2.1 0.0 0.0651
C 0.890 0.938 -0.557 0.2 -1.0 -0.1 -0.0089
C -0.598 0.951 -0.301 0.2 0.8 0.5 0.0342
O -1.232 -0.332 -0.368 -1.4 -1.3 -0.1 -0.0141
Tb -3.326 -1.624 0.009 1.1 0.4 0.0 6.0587
H 1.186 0.993 -1.615 0.1 0.8 0.4 0.0020
H 2.804 0.481 0.096 -0.4 -0.1 0.5 0.0047
H -1.139 1.552 -1.047 0.2 -0.1 0.2 -0.0098
H -0.770 1.390 0.695 0.0 -0.2 -0.3 0.0111
```
Forces are in eV/Å.

Energy above the lowest of the compared OMol25 structures with the same formula, charge and spin: 67.6 kcal per mole
Spin multiplicity: 8
E: -1130.671911 a.u.
HOMO (alpha / beta): -6.127 / -8.531 eV
Strongest force on any atom: 3.7 eV/Å
Expectation value of S²: 16.3778
Charge: 0
HOMO-LUMO gap (alpha / beta): 5.86 / 8.03 eV
Lowest unoccupied orbital energy (alpha / beta): -0.3 / -0.5 eV


Entry 4:
Molecular formula: CH2O3
Method: DFT, the ωB97M-V functional and the def2-TZVPD basis

```
6
Properties=species:S:1:pos:R:3:forces:R:3:mulliken_charge:R:1
O 0.489 -0.807 1.333 -0.8 1.7 -1.7 -0.5060
C 0.081 -0.097 0.432 -0.6 -0.7 0.4 0.7385
O -0.879 0.856 0.507 0.5 -0.5 1.6 -0.4422
O 0.412 -0.158 -0.879 1.9 -2.6 -0.4 -0.4957
H -1.078 1.210 -0.361 0.1 0.0 -0.4 0.3521
H 0.974 -1.005 -1.031 -1.2 2.1 0.5 0.3534
```
Forces are in eV/Å.

Energy above the lowest of the compared OMol25 structures with the same formula, charge and spin: 6.2 kcal per mole
E: -265.046310 a.u.
HOMO: -11.425 eV
Structure (SMILES): O=C(O)O
Strongest force on any atom: 3.3 eV/Å
Charge: 0
HOMO-LUMO gap: 11.79 eV
Lowest unoccupied orbital energy: 0.4 eV


Entry 5:
Molecular formula: C7H10
Method: DFT, the ωB97M-V functional and the def2-TZVPD basis

```
17
Properties=species:S:1:pos:R:3:forces:R:3:mulliken_charge:R:1
C 2.168 0.425 0.073 0.1 0.0 0.0 -1.3084
C 1.090 -0.536 0.553 0.1 0.0 0.1 -0.4597
C -0.299 0.030 0.621 0.8 -0.4 1.7 0.9103
C -1.553 -0.226 -0.952 0.0 1.6 0.0 -0.7112
C -1.441 -0.923 0.393 0.2 0.4 0.1 -0.5700
C -0.483 1.416 0.905 -0.7 -0.6 -1.2 -1.0038
C -1.054 1.371 -0.338 -0.3 -1.2 -0.8 -0.1795
H 1.996 0.692 -0.974 0.0 0.0 0.1 0.3197
H 3.153 -0.044 0.150 -0.1 0.1 0.0 0.3912
H 2.165 1.348 0.658 0.0 -0.2 -0.1 0.3561
H 1.102 -1.471 -0.016 0.0 0.1 0.0 0.3525
H 1.275 -0.814 1.604 0.0 0.0 -0.2 0.2843
H -2.541 0.033 -1.296 -0.3 -0.5 -0.2 0.3805
H -0.956 -0.746 -1.732 -0.2 0.8 0.5 0.2566
H -1.158 -1.979 0.414 0.0 0.2 -0.2 0.3170
H -2.313 -0.743 1.023 0.2 0.1 0.0 0.2871
H -1.151 2.168 -1.086 0.2 -0.3 0.3 0.3773
```
Forces are in eV/Å.

Energy above the lowest of the compared OMol25 structures with the same formula, charge and spin: 116.6 kcal per mole
E: -272.532167 a.u.
HOMO: -8.304 eV
Strongest force on any atom: 1.9 eV/Å
Charge: 0
HOMO-LUMO gap: 9.05 eV
Lowest unoccupied orbital energy: 0.7 eV


Entry 6:
Molecular formula: C11H17B2N7V
Method: DFT, the ωB97M-V functional and the def2-TZVPD basis

```
38
Properties=species:S:1:pos:R:3:forces:R:3:mulliken_spin:R:1
C -0.572 -2.525 1.590 1.7 -1.0 -0.4 0.0138
N -0.134 -1.537 0.782 1.2 -1.5 0.3 -0.0008
N 1.070 -1.921 0.223 -0.1 -0.2 0.5 0.0330
C 1.375 -3.149 0.685 -0.7 0.4 0.3 0.0060
C 0.365 -3.580 1.558 -0.5 0.8 -0.2 0.0107
B 1.935 -1.011 -0.705 -0.1 -1.6 -1.1 -0.0220
N 1.078 -0.502 -1.881 -0.4 0.2 0.3 0.0206
N -0.170 0.050 -1.663 -0.1 0.0 -0.6 -0.0331
C -0.657 0.408 -2.884 1.6 -0.7 0.3 0.0104
C 0.289 0.088 -3.887 -0.3 0.0 1.0 0.0084
C 1.364 -0.488 -3.203 -1.0 0.5 0.4 0.0174
V -0.901 0.139 0.325 1.2 -1.0 0.4 2.0781
N 2.568 0.162 0.074 3.6 -0.2 0.2 0.1397
N 1.796 1.076 0.745 2.1 2.4 2.1 0.1587
C 2.680 1.903 1.371 -2.7 -1.5 -1.1 0.2012
C 4.028 1.511 1.095 -0.4 0.6 0.3 0.2976
C 3.895 0.393 0.258 -2.6 -1.7 -1.3 0.2057
H 2.328 2.718 1.968 -0.1 0.3 0.2 0.0058
H 4.637 -0.237 -0.209 0.0 0.0 0.0 0.0002
H 4.937 1.969 1.437 0.2 0.1 0.1 -0.0093
H 2.825 -1.712 -1.140 -0.2 0.4 0.2 -0.0022
H 2.303 -0.887 -3.555 -0.1 0.0 -0.1 0.0015
H 2.288 -3.626 0.367 -0.1 -0.1 0.0 0.0003
H 0.193 0.245 -4.951 0.0 0.0 0.2 0.0002
H 0.311 -4.515 2.092 0.0 0.0 -0.1 0.0003
H -1.632 0.849 -2.962 -0.2 0.1 -0.1 0.0016
H -1.500 -2.416 2.116 -0.2 -0.1 0.2 -0.0020
H -0.223 1.859 0.321 -0.4 1.0 -0.4 -0.0090
C -1.314 2.039 0.039 1.2 -0.7 0.6 -0.1103
H -1.456 2.281 -0.943 0.1 1.9 -2.3 0.0043
H -2.254 0.925 0.085 -2.0 3.3 -0.8 -0.0682
H -1.847 2.503 0.821 -0.4 1.2 0.3 -0.0022
B -5.408 1.296 1.823 0.6 0.4 0.0 0.0010
C -3.934 0.940 1.326 -6.4 1.3 2.0 0.0438
N -2.888 0.617 1.010 4.2 -4.2 -0.7 -0.0171
H -6.194 1.139 0.928 0.3 -0.1 -0.4 0.0098
H -5.450 2.430 2.227 0.4 0.0 -0.2 0.0025
H -5.736 0.563 2.713 0.4 -0.4 0.1 0.0036
```
Forces are in eV/Å.

Spin multiplicity: 4
E: -1805.552727 a.u.
HOMO (alpha / beta): -15.112 / -15.092 eV
Strongest force on any atom: 6.8 eV/Å
Expectation value of S²: 3.7826
Charge: +2
HOMO-LUMO gap (alpha / beta): 6.36 / 3.48 eV
Lowest unoccupied orbital energy (alpha / beta): -8.8 / -11.6 eV